54
Properties=species:S:1:pos:R:3 method="wB97M-V/def2-TZVPD" homo_energy_ev="-11.7616 / -11.7616" charge=+1 mol_weight_da=711.161 relative_energy_kcal_mol=34.22 gap_ev="6.0 / 6.0" max_force_ev_per_a=1.1 lumo_ev="-5.81 / -5.80" total_energy_ha=-2560.80229
Ir 0.82984 1.20740 -0.74584
F 0.13091 5.31758 2.28634
C 0.71765 4.59350 3.25279
F 2.03439 4.57360 2.99348
F 0.53403 5.22495 4.40989
C 0.15605 3.19160 3.28791
C -0.47177 2.69091 4.41802
C -0.96845 1.40022 4.39406
C -0.82766 0.65388 3.23379
N -0.23450 1.12810 2.13879
C 0.24509 2.36024 2.17835
S 1.01758 2.83590 0.63190
H -0.56627 3.30786 5.30083
H -1.45757 0.97562 5.25868
H -1.20871 -0.36188 3.19821
O -0.11243 -0.57763 0.15109
C -0.40868 -1.75850 -0.62734
C 0.26958 -1.44213 -1.95826
O 0.43749 -2.20132 -2.86015
O 0.66918 -0.15392 -2.08426
C 0.20578 -2.95805 0.06463
C 1.56311 -3.22913 -0.08007
C 2.15879 -4.22718 0.67334
C 1.40856 -4.94795 1.59212
C 0.05754 -4.67704 1.74794
C -0.54296 -3.68759 0.98282
C -1.90319 -1.86863 -0.89895
C -2.38652 -3.01377 -1.52745
C -3.74098 -3.14265 -1.77980
C -4.62256 -2.13553 -1.40575
C -4.14080 -0.98797 -0.79932
C -2.77944 -0.84822 -0.55447
H -0.51113 -0.57023 1.02744
H 2.16011 -2.67862 -0.79714
H 3.20966 -4.44566 0.54044
H 1.87799 -5.72207 2.18420
H -0.53044 -5.23478 2.46417
H -1.60090 -3.48716 1.09775
H -1.69811 -3.79138 -1.83297
H -4.10972 -4.03130 -2.27389
H -5.68094 -2.24302 -1.60117
H -4.82043 -0.19557 -0.51600
H -2.41353 0.06559 -0.10352
Cl 3.06889 6.00924 -2.77925
C 2.73417 4.34718 -3.06212
C 3.09995 3.73049 -4.24643
C 2.78921 2.39163 -4.37976
C 2.14350 1.71784 -3.36229
N 1.78644 2.32219 -2.21240
C 2.08475 3.62607 -2.08071
H 3.60562 4.28372 -5.02528
H 3.04326 1.84594 -5.27680
H 1.89725 0.67492 -3.45923
H 1.80133 4.14267 -1.17834